# 1
Here is C19H26NO7Rb as an isolated structure at a distorted geometry from the OMol25 dataset. Energies are from wB97M-V/def2-TZVPD.

Each line ends with the Löwdin charge.
Atoms and positions in Å:
Rb (0.803, -0.786, -1.381)  0.913
C (-2.572, 0.166, 0.794)  0.004
C (-2.414, 1.715, 0.474)  -0.445
C (-3.457, 2.476, 1.347)  -0.132
C (-3.337, 4.006, 1.325)  -0.186
C (-1.949, 4.398, 1.766)  -0.187
C (-0.841, 3.743, 0.981)  -0.497
N (-1.070, 2.250, 0.801)  0.005
O (0.096, 1.546, 0.252)  -0.144
C (0.325, 3.907, 1.955)  -0.042
C (-0.587, 4.575, -0.258)  -0.016
C (-2.746, 1.994, -1.043)  -0.017
H (-2.133, -0.146, 1.742)  0.096
H (-1.993, -0.386, 0.055)  0.050
H (-3.597, -0.199, 0.717)  0.087
H (-3.409, 2.184, 2.396)  0.128
H (-4.416, 2.044, 1.057)  0.116
H (-4.020, 4.338, 2.108)  0.109
H (-3.692, 4.530, 0.437)  0.108
H (-1.889, 4.284, 2.849)  0.123
H (-1.985, 5.487, 1.779)  0.122
H (0.542, 4.939, 2.227)  0.090
H (1.197, 3.778, 1.314)  0.076
H (0.260, 3.252, 2.824)  0.106
H (-1.307, 4.312, -1.033)  0.070
H (0.383, 4.312, -0.682)  0.087
H (-0.641, 5.629, 0.014)  0.094
H (-3.728, 1.562, -1.238)  0.083
H (-2.004, 1.625, -1.751)  0.079
H (-2.962, 3.052, -1.192)  0.057
C (1.096, -4.314, 1.258)  -0.057
C (0.942, -5.520, 1.873)  -0.397
C (0.004, -5.620, 3.114)  -0.386
O (-0.486, -6.749, 3.569)  -0.130
C (-0.606, -4.566, 3.629)  -0.071
C (-0.405, -3.212, 3.148)  -0.363
C (0.489, -3.124, 1.809)  -0.351
O (0.687, -1.988, 1.306)  -0.200
O (-0.847, -2.196, 3.702)  -0.056
O (1.457, -6.543, 1.304)  -0.089
H (1.599, -4.361, 0.303)  0.080
H (-1.193, -4.671, 4.530)  0.098
O (3.411, -0.511, -2.761)  -0.014
C (3.798, -1.513, -3.381)  -0.481
O (4.680, -2.310, -2.797)  0.061
C (5.162, -3.383, -3.611)  -0.126
C (4.219, -3.360, -4.798)  -0.138
C (3.459, -2.004, -4.741)  -0.055
H (5.038, -4.359, -3.141)  0.135
H (6.193, -3.220, -3.924)  0.129
H (3.587, -4.247, -4.852)  0.116
H (4.805, -3.447, -5.713)  0.109
H (2.376, -2.003, -4.861)  0.125
H (3.678, -1.367, -5.598)  0.129

Summary:
2S+1: 2
Orbital gap (spin up / spin down), eV: 3.06 / 3.03
Total charge: -1
HOMO energy (spin up / spin down), eV: -2.082 / -2.082
Expectation value of S²: 0.76
Lowest unoccupied orbital energy (spin up / spin down), eV: 0.982 / 0.951

=====

# 2
Here is C19H27F6NO19Si2 as an isolated structure from the OMol25 dataset. Energies are from wB97M-V/def2-TZVPD.

Each line ends with the Löwdin charge.
Atoms and positions in Å:
N (-1.435, 4.326, -2.496)  -0.049
C (-1.747, 3.321, -3.542)  -0.397
Si (-2.423, 1.760, -2.782)  0.514
O (-1.516, 1.273, -1.490)  -0.494
Si (0.136, 1.310, -1.406)  0.543
H (-1.697, 3.965, -1.588)  0.030
H (-1.936, 5.188, -2.651)  0.066
H (-2.473, 3.714, -4.263)  0.074
H (-0.843, 3.093, -4.118)  0.054
H (-2.549, 0.667, -3.773)  -0.026
H (-3.777, 2.052, -2.269)  -0.021
H (0.723, 1.879, -2.634)  -0.040
H (0.694, -0.024, -1.173)  -0.061
H (0.518, 2.185, -0.273)  -0.064
C (0.844, -3.380, -2.608)  -0.043
C (1.581, -3.892, -3.826)  -0.308
O (1.782, -2.701, -4.577)  0.136
C (1.816, -1.657, -3.709)  -0.563
O (2.197, -0.567, -3.969)  0.164
O (1.357, -2.043, -2.494)  0.027
F (0.839, -4.756, -4.556)  0.081
H (-0.231, -3.340, -2.792)  0.147
H (1.042, -3.944, -1.707)  0.113
H (2.547, -4.349, -3.613)  0.161
C (4.922, -5.121, 0.935)  -0.040
C (5.318, -4.256, -0.247)  -0.297
O (4.507, -4.785, -1.291)  0.137
C (3.404, -5.332, -0.724)  -0.548
O (2.428, -5.645, -1.327)  0.155
O (3.561, -5.453, 0.602)  0.073
F (6.618, -4.396, -0.582)  0.087
H (5.511, -6.034, 0.976)  0.135
H (4.966, -4.616, 1.893)  0.145
H (5.097, -3.193, -0.136)  0.174
C (0.674, 5.881, -0.470)  -0.052
C (0.377, 7.221, 0.170)  -0.305
O (0.754, 6.996, 1.519)  0.111
C (1.713, 6.024, 1.531)  -0.563
O (2.388, 5.768, 2.470)  0.177
O (1.761, 5.404, 0.337)  0.075
F (-0.939, 7.535, 0.121)  0.078
H (-0.174, 5.207, -0.374)  0.116
H (0.966, 5.940, -1.513)  0.138
H (0.953, 8.060, -0.224)  0.173
C (-0.603, 5.936, 4.347)  -0.050
C (-0.527, 5.868, 5.860)  -0.311
O (-1.820, 6.299, 6.244)  0.131
C (-2.685, 6.006, 5.231)  -0.554
O (-3.863, 6.016, 5.323)  0.184
O (-1.994, 5.688, 4.112)  0.071
F (0.397, 6.710, 6.375)  0.081
H (-0.339, 6.929, 3.985)  0.140
H (0.009, 5.192, 3.846)  0.132
H (-0.352, 4.869, 6.263)  0.172
C (-6.147, 1.511, 0.880)  -0.048
C (-7.162, 0.449, 0.503)  -0.318
O (-7.813, 1.034, -0.606)  0.131
C (-6.942, 1.901, -1.201)  -0.556
O (-7.082, 2.368, -2.276)  0.183
O (-5.889, 2.132, -0.382)  0.047
F (-8.064, 0.220, 1.486)  0.076
H (-6.584, 2.239, 1.564)  0.145
H (-5.229, 1.113, 1.301)  0.139
H (-6.730, -0.506, 0.198)  0.172
C (1.941, -9.319, 1.157)  -0.038
C (3.243, -9.766, 0.518)  -0.310
O (4.123, -8.713, 0.874)  0.126
C (3.663, -8.148, 2.025)  -0.558
O (4.285, -7.392, 2.690)  0.173
O (2.407, -8.563, 2.280)  0.083
F (3.163, -9.847, -0.828)  0.084
H (1.388, -8.666, 0.482)  0.146
H (1.309, -10.137, 1.486)  0.140
H (3.642, -10.706, 0.903)  0.173

Summary:
Orbital gap, eV: 9.89
HOMO energy, eV: -9.665
Lowest unoccupied orbital energy, eV: 0.221

=====

# 3
Here is C19H27GaN4O2 as an isolated structure from the OMol25 dataset. Energies are from wB97M-V/def2-TZVPD.

Each line ends with the Löwdin charge.
Atoms and positions in Å:
Ga (-0.011, -0.330, -0.950)  0.567
N (2.052, -0.502, -1.060)  0.080
C (2.951, 0.628, -0.820)  -0.214
C (4.285, 0.287, -0.634)  -0.020
C (5.251, 1.264, -0.505)  -0.042
C (4.862, 2.590, -0.611)  -0.037
C (3.531, 2.913, -0.789)  -0.011
C (2.507, 1.951, -0.855)  -0.099
C (1.076, 2.412, -0.986)  -0.149
C (0.838, 3.783, -0.800)  -0.019
C (-0.392, 4.372, -1.016)  -0.036
C (-1.460, 3.597, -1.427)  -0.054
C (-1.276, 2.231, -1.521)  -0.131
C (-0.047, 1.597, -1.280)  -0.149
H (2.391, -1.315, -0.546)  0.091
H (2.175, -0.769, -2.041)  0.144
H (4.566, -0.760, -0.611)  0.125
H (6.287, 0.995, -0.360)  0.122
H (5.597, 3.380, -0.564)  0.123
H (3.297, 3.957, -0.905)  0.107
H (1.633, 4.429, -0.471)  0.105
H (-0.504, 5.438, -0.874)  0.124
H (-2.421, 4.041, -1.648)  0.120
H (-2.143, 1.662, -1.826)  0.082
N (-1.490, -3.467, 0.715)  0.242
C (-2.341, -2.705, 1.711)  -0.247
C (-3.446, -1.922, 1.010)  -0.078
C (-3.035, -0.576, 0.407)  -0.292
N (-2.245, -0.736, -0.857)  0.067
C (-2.268, 0.268, 1.425)  -0.086
C (-1.090, -0.453, 2.076)  -0.283
N (0.090, -0.513, 1.145)  0.097
C (-1.486, -1.828, 2.618)  -0.074
H (-2.064, -4.144, 0.207)  0.183
H (-0.759, -4.000, 1.193)  0.173
H (-1.023, -2.872, -0.004)  0.094
H (-2.790, -3.495, 2.314)  0.163
H (-4.194, -1.711, 1.778)  0.148
H (-3.958, -2.545, 0.270)  0.137
H (-3.960, -0.051, 0.163)  0.158
H (-2.573, -0.041, -1.522)  0.086
H (-2.461, -1.618, -1.316)  0.106
H (-2.959, 0.567, 2.215)  0.146
H (-1.923, 1.193, 0.956)  0.120
H (-0.777, 0.130, 2.943)  0.158
H (0.725, -1.261, 1.425)  0.117
H (0.629, 0.343, 1.300)  0.127
H (-2.096, -1.643, 3.505)  0.149
H (-0.612, -2.377, 2.981)  0.138
O (1.464, -3.294, -0.386)  0.044
C (0.805, -3.136, -1.387)  -0.430
O (-0.117, -2.189, -1.509)  -0.149
H (0.905, -3.775, -2.274)  0.160

Summary:
Orbital gap, eV: 8.27
Total charge: +2
HOMO energy, eV: -13.855
Energy above the lowest of the compared OMol25 structures with the same formula, charge and spin, kJ/mol: 75.3
Lowest unoccupied orbital energy, eV: -5.589

=====

# 4
Here is C19H27LuNOP2 as an isolated structure at a distorted geometry from the OMol25 dataset. Energies are from wB97M-V/def2-TZVPD.

Each line ends with the Löwdin charge.
Atoms and positions in Å:
C (2.110, -4.328, 1.058)  -0.063
C (1.310, -3.380, 0.441)  -0.234
C (0.162, -2.895, 1.125)  -0.268
C (-0.187, -3.403, 2.356)  -0.157
C (0.614, -4.397, 2.955)  -0.018
C (1.770, -4.848, 2.312)  -0.079
C (-1.409, -2.832, 3.047)  -0.065
C (-2.480, -2.546, 2.018)  -0.157
C (-2.083, -2.059, 0.792)  -0.259
C (-3.021, -1.739, -0.214)  -0.224
C (-4.370, -1.846, 0.072)  -0.054
C (-4.803, -2.325, 1.316)  -0.074
C (-3.859, -2.689, 2.285)  -0.016
H (3.006, -4.689, 0.541)  0.115
H (0.332, -4.804, 3.930)  0.117
H (2.406, -5.610, 2.781)  0.109
H (-1.766, -3.471, 3.853)  0.120
H (-5.107, -1.585, -0.695)  0.115
H (-5.874, -2.421, 1.525)  0.107
H (-4.188, -3.073, 3.255)  0.115
N (-0.697, -1.989, 0.547)  -0.133
Lu (0.136, 0.021, 0.174)  1.190
C (1.657, -2.855, -0.955)  -0.273
H (0.795, -2.978, -1.635)  0.095
H (2.519, -3.388, -1.366)  0.095
C (-2.542, -1.334, -1.613)  -0.262
H (-1.877, -2.124, -2.010)  0.096
H (-3.376, -1.189, -2.285)  0.084
P (2.074, -1.080, -0.920)  0.697
P (-1.604, 0.232, -1.774)  0.670
C (-2.672, 1.592, -1.517)  -0.280
H (-2.118, 2.546, -1.620)  0.061
H (-3.432, 1.518, -2.290)  0.054
H (-3.128, 1.570, -0.519)  0.049
C (-0.911, 0.279, -3.372)  -0.284
H (-1.746, 0.430, -4.051)  0.054
H (-0.190, 1.113, -3.481)  0.060
H (-0.389, -0.654, -3.629)  0.050
C (3.466, -0.934, 0.198)  -0.247
H (4.227, -1.672, -0.089)  0.068
H (3.906, 0.079, 0.135)  0.055
H (3.177, -1.115, 1.246)  0.062
C (2.650, -0.601, -2.519)  -0.262
H (2.801, 0.493, -2.583)  0.054
H (3.608, -1.102, -2.707)  0.064
H (1.936, -0.884, -3.307)  0.049
H (-1.118, -1.856, 3.509)  0.139
H (-1.411, 0.579, 0.805)  -0.140
O (1.172, 1.827, -0.458)  -0.140
H (0.741, 2.646, -0.544)  0.072
H (2.124, 1.807, -0.583)  0.076

Summary:
Orbital gap, eV: 6.20
Total charge: +1
HOMO energy, eV: -9.604
Lowest unoccupied orbital energy, eV: -3.401

=====

# 5
Here is C19H27MgN4O3S2 as an isolated structure from the OMol25 dataset. Energies are from wB97M-V/def2-TZVPD.

Each line ends with the Löwdin charge.
Atoms and positions in Å:
Mg (0.519, 0.150, -0.251)  0.554
N (-0.318, 0.869, -4.826)  0.023
C (-0.458, 0.499, -3.494)  -0.891
S (0.111, -1.089, -3.067)  0.585
N (-1.048, 1.369, -2.741)  -0.025
N (-1.149, 0.999, -1.411)  -0.064
C (-2.168, 1.487, -0.807)  -0.083
C (-2.551, 1.256, 0.575)  -0.135
C (-3.649, 1.982, 1.055)  -0.071
C (-4.152, 1.808, 2.328)  -0.129
C (-3.544, 0.858, 3.153)  -0.114
C (-2.468, 0.122, 2.713)  -0.029
C (-1.917, 0.293, 1.417)  -0.352
O (-0.907, -0.420, 1.038)  -0.200
H (0.420, 0.377, -5.302)  0.046
H (-0.347, 1.867, -4.977)  0.072
H (-2.834, 2.121, -1.393)  0.118
H (-4.110, 2.705, 0.389)  0.101
H (-4.996, 2.389, 2.676)  0.083
H (-3.920, 0.698, 4.158)  0.091
H (-1.991, -0.611, 3.353)  0.105
C (1.473, 0.442, 2.989)  -0.049
C (1.729, 1.668, 2.165)  -0.391
C (2.317, 2.857, 2.556)  -0.108
C (2.292, 3.709, 1.420)  -0.109
C (1.692, 2.989, 0.402)  -0.400
C (1.426, 3.419, -1.008)  -0.057
N (1.350, 1.738, 0.848)  0.009
H (2.150, 0.410, 3.846)  0.067
H (1.628, -0.473, 2.409)  0.055
H (0.448, 0.402, 3.366)  0.059
H (2.708, 3.075, 3.542)  0.073
H (2.661, 4.724, 1.345)  0.073
H (1.803, 4.431, -1.170)  0.065
H (0.359, 3.419, -1.249)  0.056
H (1.909, 2.759, -1.737)  0.058
O (1.162, -1.919, 0.027)  -0.576
S (0.243, -2.913, 0.683)  0.985
C (0.852, -4.525, 0.063)  -0.308
C (-0.306, -5.235, -0.630)  -0.245
C (-1.077, -4.135, -1.348)  -0.243
C (-1.272, -3.030, -0.322)  -0.316
H (1.301, -5.082, 0.884)  0.079
H (1.628, -4.244, -0.652)  0.095
H (-0.948, -5.727, 0.108)  0.108
H (0.063, -6.007, -1.307)  0.108
H (-2.033, -4.482, -1.742)  0.114
H (-0.498, -3.740, -2.186)  0.073
H (-2.078, -3.246, 0.384)  0.099
H (-1.431, -2.041, -0.745)  0.056
C (3.632, 0.270, -1.053)  -0.108
O (2.275, 0.220, -1.451)  -0.245
H (4.250, 0.721, -1.831)  0.081
H (4.014, -0.726, -0.812)  0.084
H (3.671, 0.896, -0.162)  0.085
H (2.082, -0.352, -2.218)  -0.012

Summary:
Orbital gap, eV: 5.85
Total charge: -1
HOMO energy, eV: -3.523
Energy above the lowest of the compared OMol25 structures with the same formula, charge and spin, kJ/mol: 5.2
Lowest unoccupied orbital energy, eV: 2.325